ORCA calculation (ωB97M-V with the def2-TZVPD basis set) on 19 unconnected molecules or ions with the total composition C70H168N17O22.

Summary:
**Charge**: +7
**2S+1**: 1
**HOMO-LUMO gap**: 0.0923 hartree

Each atom is followed by the atoms it is bonded to, with distances in Å.
Element x y z (Å)
1 C 7.908 0.098 5.299  C2 1.506, H8 1.045, H9 1.085, H10 1.110
2 C 7.146 -1.153 5.646  C1 1.506, O3 1.241, N4 1.462
3 O 6.383 -1.753 4.873  C2 1.241
4 N 7.347 -1.618 7.017  C2 1.462, H5 1.016, C7 1.427
5 H 7.943 -1.082 7.642  N4 1.016
6 H 4.505 -1.020 6.037  O271 1.039
7 C 6.501 -2.608 7.600  N4 1.427, H11 1.090, H12 1.085, H13 1.070
8 H 8.248 0.092 4.311  C1 1.045
9 H 8.700 0.192 6.035  C1 1.085
10 H 7.249 0.984 5.403  C1 1.110
11 H 6.056 -2.241 8.525  C7 1.090
12 H 6.902 -3.552 7.956  C7 1.085
13 H 5.721 -2.882 6.920  C7 1.070
14 C 9.343 3.716 -4.187  C15 1.488, H21 1.123, H22 1.111, H23 1.085
15 C 8.075 3.006 -3.867  C14 1.488, O16 1.239, N17 1.406
16 O 7.022 3.532 -3.484  C15 1.239
17 N 8.179 1.607 -3.963  C15 1.406, H19 1.007, C20 1.356
18 H 4.042 -0.809 -3.178  O275 0.939
19 H 9.077 1.167 -4.079  N17 1.007
20 C 7.101 0.785 -4.012  N17 1.356, H24 1.077, H25 1.111, H26 1.087
21 H 10.304 3.141 -4.106  C14 1.123
22 H 9.345 4.668 -3.613  C14 1.111
23 H 9.238 3.965 -5.238  C14 1.085
24 H 6.279 1.210 -3.461  C20 1.077
25 H 7.407 -0.261 -3.795  C20 1.111
26 H 6.578 0.665 -4.957  C20 1.087
27 C 0.711 -3.183 6.901  C28 1.518, H34 1.079, H35 1.114, H36 1.076
28 C 1.076 -4.044 5.706  C27 1.518, O29 1.192, N30 1.492
29 O 1.097 -5.222 5.523  C28 1.192
30 N 1.593 -3.110 4.665  C28 1.492, H32 0.991, C33 1.394
31 H -1.546 -2.117 3.626  O268 1.026
32 H 1.507 -2.127 4.770  N30 0.991
33 C 1.921 -3.523 3.375  N30 1.394, H37 1.126, H38 1.105, H39 1.077
34 H 0.363 -2.211 6.587  C27 1.079
35 H 1.665 -3.013 7.451  C27 1.114
36 H 0.089 -3.625 7.659  C27 1.076
37 H 2.877 -3.094 2.963  C33 1.126
38 H 1.232 -3.195 2.577  C33 1.105
39 H 2.065 -4.588 3.299  C33 1.077
40 C 2.981 -5.797 -3.622  C41 1.452, H47 1.064, H48 1.070, H49 1.048
41 C 2.933 -5.806 -2.171  C40 1.452, O42 1.214, N43 1.412
42 O 2.624 -4.846 -1.495  C41 1.214
43 N 3.249 -7.063 -1.614  C41 1.412, H44 0.993, C46 1.511
44 H 3.692 -7.721 -2.214  N43 0.993
45 H 3.908 -3.432 -1.308  O263 1.023
46 C 2.864 -7.451 -0.205  N43 1.511, H50 1.074, H51 1.043, H52 1.078
47 H 3.945 -5.456 -3.916  C40 1.064
48 H 2.270 -5.074 -3.963  C40 1.070
49 H 2.891 -6.663 -4.205  C40 1.048
50 H 1.915 -7.943 -0.313  C46 1.074
51 H 3.135 -6.737 0.505  C46 1.043
52 H 3.578 -8.259 -0.156  C46 1.078
53 C 0.502 5.628 1.794  C54 1.507, H60 1.086, H61 1.090, H62 1.096
54 C 0.440 4.259 2.422  C53 1.507, O55 1.208, N56 1.397
55 O 0.884 3.309 1.821  C54 1.208
56 N 0.074 4.103 3.761  C54 1.397, H58 1.014, C59 1.424
57 H 5.129 5.680 3.214  O261 0.924
58 H -0.494 4.872 4.100  N56 1.014
59 C 0.406 3.036 4.642  N56 1.424, H63 1.115, H64 1.129, H65 1.098
60 H 1.563 5.788 1.630  C53 1.086
61 H 0.156 6.398 2.482  C53 1.090
62 H -0.016 5.510 0.836  C53 1.096
63 H -0.345 2.212 4.646  C59 1.115
64 H 0.411 3.471 5.683  C59 1.129
65 H 1.337 2.597 4.256  C59 1.098
66 C -5.101 6.822 -3.277  H76 1.091, H77 1.086, H78 1.099
67 C -7.141 6.180 -3.738  C68 1.429, H79 1.149, H80 1.247
68 C -7.427 6.194 -5.138  C67 1.429, C69 1.639, H81 1.144, H82 1.106
69 C -7.848 7.664 -5.729  C68 1.639, N70 1.494, H83 1.067, H84 1.156
70 N -7.835 7.841 -7.212  C69 1.494, C71 1.525, C74 1.452, C75 1.548
71 C -8.490 9.209 -7.372  N70 1.525, C72 1.491, H85 1.173, H86 1.128
72 C -9.950 8.917 -7.455  C71 1.491, C73 1.438, H88 1.268
73 C -10.099 7.547 -7.868  C72 1.438, C74 1.612, H89 1.194, H90 1.309
74 C -8.626 6.904 -7.990  N70 1.452, C73 1.612, H91 1.087, H92 1.097
75 C -6.367 7.765 -7.698  N70 1.548, H93 1.083, H94 1.150, H95 1.093
76 H -4.909 7.559 -4.059  C66 1.091
77 H -4.928 5.760 -3.422  C66 1.086
78 H -5.455 7.190 -2.303  C66 1.099
79 H -6.964 7.096 -3.068  C67 1.149
80 H -6.968 5.158 -3.045  C67 1.247
81 H -8.301 5.461 -5.228  C68 1.144
82 H -6.625 5.678 -5.697  C68 1.106
83 H -7.150 8.416 -5.435  C69 1.067
84 H -8.892 7.938 -5.313  C69 1.156
85 H -8.395 9.451 -8.516  C71 1.173
86 H -8.061 10.025 -6.724  C71 1.128
87 H -13.032 12.954 -9.797  no bonds
88 H -10.699 9.882 -7.114  C72 1.268
89 H -10.826 7.249 -8.767  C73 1.194
90 H -11.089 7.060 -7.163  C73 1.309
91 H -8.283 6.919 -9.022  C74 1.087
92 H -8.455 5.906 -7.571  C74 1.097
93 H -6.313 8.154 -8.708  C75 1.083
94 H -5.973 6.684 -7.717  C75 1.150
95 H -5.744 8.348 -7.016  C75 1.093
96 C -5.614 -6.313 -6.422  C97 1.465, H106 1.109, H107 1.084, H108 1.076
97 C -5.133 -7.285 -7.407  C96 1.465, C98 1.524, H109 1.142, H110 1.087
98 C -6.039 -8.486 -7.649  C97 1.524, C99 1.518, H111 1.138, H112 1.071
99 C -7.244 -8.087 -8.481  C98 1.518, N100 1.542, H113 1.070, H114 1.080
100 N -8.277 -9.163 -8.874  C99 1.542, C101 1.516, C104 1.495, C105 1.497
101 C -9.243 -8.559 -9.874  N100 1.516, C102 1.558, H115 1.087, H116 1.097
102 C -10.578 -8.394 -9.087  C101 1.558, C103 1.560, H117 1.102, H118 1.087
103 C -10.232 -8.559 -7.576  C102 1.560, C104 1.507, H119 1.080, H120 1.128
104 C -9.086 -9.533 -7.673  N100 1.495, C103 1.507, H121 1.117, H122 1.097
105 C -7.596 -10.346 -9.488  N100 1.497, H123 1.066, H124 1.103, H125 1.119
106 H -4.783 -5.626 -6.161  C96 1.109
107 H -6.128 -6.794 -5.598  C96 1.084
108 H -6.407 -5.718 -6.838  C96 1.076
109 H -4.165 -7.696 -6.961  C97 1.142
110 H -4.990 -6.792 -8.366  C97 1.087
111 H -6.223 -9.151 -6.744  C98 1.138
112 H -5.387 -9.067 -8.270  C98 1.071
113 H -6.861 -7.685 -9.396  C99 1.070
114 H -7.775 -7.267 -8.022  C99 1.080
115 H -9.262 -9.197 -10.754  C101 1.087
116 H -8.773 -7.605 -10.142  C101 1.097
117 H -11.238 -9.173 -9.502  C102 1.102
118 H -11.112 -7.463 -9.256  C102 1.087
119 H -11.039 -9.036 -7.040  C103 1.080
120 H -9.884 -7.577 -7.141  C103 1.128
121 H -9.516 -10.546 -7.868  C104 1.117
122 H -8.412 -9.737 -6.832  C104 1.097
123 H -7.017 -10.866 -8.760  C105 1.066
124 H -6.913 -10.091 -10.317  C105 1.103
125 H -8.400 -11.024 -9.869  C105 1.119
126 C 9.670 8.794 -0.250  C127 1.542, H136 1.101, H137 1.070, H138 1.115
127 C 8.509 7.787 -0.127  C126 1.542, C128 1.553, H139 1.099, H140 1.084
128 C 7.414 8.014 -1.205  C127 1.553, C129 1.501, H141 1.120, H142 1.093
129 C 6.565 6.776 -1.230  C128 1.501, N130 1.528, H143 1.105, H144 1.108
130 N 5.387 6.749 -2.203  C129 1.528, C131 1.529, C134 1.541, C135 1.534
131 C 4.760 5.359 -2.090  N130 1.529, C132 1.580, H145 1.113, H146 1.088
132 C 4.290 4.985 -3.551  C131 1.580, C133 1.607, H147 1.084, H148 1.099
133 C 4.835 6.103 -4.569  C132 1.607, C134 1.538, H149 1.071, H150 1.106
134 C 5.856 6.820 -3.669  N130 1.541, C133 1.538, H151 1.112, H152 1.091
135 C 4.308 7.816 -1.976  N130 1.534, H153 1.085, H154 1.106, H155 1.116
136 H 9.261 9.805 -0.402  C126 1.101
137 H 10.256 8.514 -1.101  C126 1.070
138 H 10.325 8.849 0.650  C126 1.115
139 H 8.024 7.630 0.847  C127 1.099
140 H 8.965 6.839 -0.386  C127 1.084
141 H 7.874 8.052 -2.226  C128 1.120
142 H 6.831 8.936 -1.143  C128 1.093
143 H 6.170 6.532 -0.228  C129 1.105
144 H 7.236 5.952 -1.545  C129 1.108
145 H 3.996 5.370 -1.281  C131 1.113
146 H 5.667 4.805 -1.862  C131 1.088
147 H 3.214 5.089 -3.630  C132 1.084
148 H 4.551 3.956 -3.837  C132 1.099
149 H 4.015 6.740 -4.830  C133 1.071
150 H 5.335 5.861 -5.525  C133 1.106
151 H 6.015 7.901 -3.875  C134 1.112
152 H 6.815 6.306 -3.589  C134 1.091
153 H 4.138 7.954 -0.914  C135 1.085
154 H 3.431 7.457 -2.547  C135 1.106
155 H 4.643 8.748 -2.492  C135 1.116
156 C -3.274 0.167 1.630  C157 1.560, H166 1.117, H167 1.080, H168 1.091
157 C -2.182 1.270 1.474  C156 1.560, C158 1.516, H169 1.099, H170 1.096
158 C -1.060 0.933 0.512  C157 1.516, C159 1.512, H171 1.088, H172 1.064
159 C -0.004 0.151 1.260  C158 1.512, N160 1.487, H173 1.078, H174 1.093
160 N 1.281 -0.135 0.568  C159 1.487, C161 1.526, C164 1.515, C165 1.594
161 C 2.356 -0.560 1.564  N160 1.526, C162 1.510, H175 1.088, H176 1.102
162 C 3.630 0.156 1.181  C161 1.510, C163 1.599, H177 1.096, H178 1.089
163 C 3.259 0.793 -0.237  C162 1.599, C164 1.547, H179 1.121, H180 1.120
164 C 1.755 1.132 -0.116  N160 1.515, C163 1.547, H181 1.107, H182 1.057
165 C 1.141 -1.286 -0.526  N160 1.594, H183 1.119, H184 1.079, H185 1.033
166 H -2.740 -0.812 1.695  C156 1.117
167 H -3.874 0.227 0.734  C156 1.080
168 H -3.950 0.289 2.477  C156 1.091
169 H -1.729 1.460 2.457  C157 1.099
170 H -2.591 2.247 1.192  C157 1.096
171 H -0.675 1.887 0.157  C158 1.088
172 H -1.448 0.308 -0.257  C158 1.064
173 H -0.501 -0.739 1.611  C159 1.078
174 H 0.272 0.692 2.169  C159 1.093
175 H 2.588 -1.619 1.473  C161 1.088
176 H 1.977 -0.355 2.578  C161 1.102
177 H 4.452 -0.564 1.275  C162 1.096
178 H 3.905 0.886 1.940  C162 1.089
179 H 3.401 0.048 -1.063  C163 1.121
180 H 3.804 1.736 -0.502  C163 1.120
181 H 1.310 1.203 -1.128  C164 1.107
182 H 1.745 1.999 0.488  C164 1.057
183 H 0.890 -2.223 0.031  C165 1.119
184 H 2.165 -1.483 -0.804  C165 1.079
185 H 0.483 -1.019 -1.277  C165 1.033
186 C -7.015 2.868 6.104  C187 1.536, H196 1.083, H197 1.128, H198 1.050
187 C -7.633 2.207 7.346  C186 1.536, C188 1.559, H199 1.156, H200 1.090
188 C -8.691 3.086 8.077  C187 1.559, C189 1.488, H201 1.096, H202 1.089
189 C -8.222 4.458 8.410  C188 1.488, N190 1.479, H203 1.073, H204 1.092
190 N -9.257 5.389 8.910  C189 1.479, C191 1.544, C194 1.502, C195 1.476
191 C -10.274 5.645 7.777  N190 1.544, C192 1.557, H205 1.088, H206 1.073
192 C -10.687 7.142 7.886  C191 1.557, C193 1.584, H207 1.076, H208 1.111
193 C -9.618 7.795 8.855  C192 1.584, C194 1.518, H209 1.081, H210 1.094
194 C -8.554 6.716 8.941  N190 1.502, C193 1.518, H211 1.055, H212 1.033
195 C -9.797 4.993 10.224  N190 1.476, H213 1.095, H214 1.076, H215 1.079
196 H -6.435 3.771 6.247  C186 1.083
197 H -7.867 3.204 5.445  C186 1.128
198 H -6.466 2.171 5.541  C186 1.050
199 H -6.759 1.744 7.945  C187 1.156
200 H -8.214 1.372 6.955  C187 1.090
201 H -9.004 2.609 9.014  C188 1.096
202 H -9.579 3.063 7.446  C188 1.089
203 H -7.848 4.924 7.518  C189 1.073
204 H -7.402 4.470 9.131  C189 1.092
205 H -11.112 4.951 7.792  C191 1.088
206 H -9.724 5.520 6.864  C191 1.073
207 H -11.685 7.228 8.280  C192 1.076
208 H -10.762 7.660 6.905  C192 1.111
209 H -10.088 8.087 9.783  C193 1.081
210 H -9.148 8.667 8.391  C193 1.094
211 H -7.804 6.790 9.679  C194 1.055
212 H -8.099 6.673 8.014  C194 1.033
213 H -8.964 5.001 10.935  C195 1.095
214 H -10.225 4.012 10.110  C195 1.076
215 H -10.549 5.720 10.487  C195 1.079
216 C 13.149 -6.555 1.961  N217 1.518, H223 1.125, H224 1.083, H225 1.075
217 N 14.340 -5.656 1.685  C216 1.518, C218 1.471, C219 1.465, C220 1.521
218 C 15.428 -6.520 1.202  N217 1.471, H226 1.119, H227 1.113, H228 1.111
219 C 14.051 -4.654 0.655  N217 1.465, H229 1.071, H230 1.117, H231 1.092
220 C 14.676 -4.973 3.002  N217 1.521, C221 1.534, H232 1.063, H233 1.080
221 C 13.767 -3.801 3.392  C220 1.534, O222 1.441, H234 1.068, H235 1.113
222 O 14.252 -2.614 2.734  C221 1.441, H236 0.943
223 H 13.549 -7.383 2.608  C216 1.125
224 H 12.757 -6.870 1.001  C216 1.083
225 H 12.318 -6.103 2.471  C216 1.075
226 H 15.676 -7.384 1.868  C218 1.119
227 H 16.360 -5.912 1.189  C218 1.113
228 H 15.187 -6.989 0.223  C218 1.111
229 H 14.863 -3.962 0.560  C219 1.071
230 H 13.145 -4.071 0.948  C219 1.117
231 H 13.910 -5.125 -0.320  C219 1.092
232 H 15.691 -4.659 3.003  C220 1.063
233 H 14.665 -5.792 3.706  C220 1.080
234 H 13.868 -3.706 4.451  C221 1.068
235 H 12.699 -3.890 3.089  C221 1.113
236 H 14.933 -2.279 3.294  O222 0.943
237 C -2.957 -8.767 3.462  N238 1.496, H244 1.112, H245 1.083, H246 1.088
238 N -4.095 -8.056 2.799  C237 1.496, C239 1.489, C240 1.466, C241 1.522
239 C -4.972 -8.949 1.992  N238 1.489, H247 1.073, H248 1.078, H249 1.118
240 C -4.805 -7.437 3.923  N238 1.466, H250 1.056, H251 1.076, H252 1.072
241 C -3.499 -7.037 1.839  N238 1.522, C242 1.545, H253 1.066, H254 1.083
242 C -2.657 -7.631 0.689  C241 1.545, O243 1.388, H255 1.093, H256 1.123
243 O -3.339 -8.276 -0.333  C242 1.388, H257 0.948
244 H -2.435 -7.926 3.969  C237 1.112
245 H -2.426 -9.414 2.774  C237 1.083
246 H -3.418 -9.426 4.194  C237 1.088
247 H -5.491 -8.338 1.278  C239 1.073
248 H -5.605 -9.486 2.680  C239 1.078
249 H -4.370 -9.713 1.441  C239 1.118
250 H -4.979 -8.185 4.647  C240 1.056
251 H -5.704 -6.961 3.572  C240 1.076
252 H -4.210 -6.613 4.264  C240 1.072
253 H -2.866 -6.397 2.410  C241 1.066
254 H -4.308 -6.393 1.515  C241 1.083
255 H -1.876 -8.287 1.083  C242 1.093
256 H -2.148 -6.709 0.302  C242 1.123
257 H -3.503 -7.634 -1.012  O243 0.948
258 N 4.124 4.839 1.845  O259 1.197, O260 1.260, O261 1.389
259 O 3.688 3.792 1.462  N258 1.197
260 O 4.124 5.967 1.284  N258 1.260
261 O 4.767 4.841 3.076  H57 0.924, N258 1.389
262 N 5.056 -2.865 0.334  O263 1.330, O264 1.293, O265 1.240
263 O 4.321 -2.674 -0.759  H45 1.023, N262 1.330
264 O 4.941 -4.024 0.895  N262 1.293
265 O 5.756 -1.892 0.651  N262 1.240
266 N -1.338 -3.535 2.477  O267 1.228, O268 1.435, O269 1.231
267 O -1.014 -3.936 1.362  N266 1.228
268 O -0.731 -2.372 3.057  H31 1.026, N266 1.435
269 O -2.048 -4.075 3.326  N266 1.231
270 N 3.255 -0.092 5.106  O271 1.301, O272 1.234, O273 1.237
271 O 3.498 -0.799 6.170  H6 1.039, N270 1.301
272 O 4.155 0.407 4.424  N270 1.234
273 O 2.053 0.081 4.870  N270 1.237
274 N 2.513 0.288 -3.540  O275 1.454, O276 1.228, O277 1.211
275 O 3.945 0.040 -3.567  H18 0.939, N274 1.454
276 O 2.175 1.358 -4.039  N274 1.228
277 O 1.869 -0.541 -2.937  N274 1.211